(1)
Molecular formula: C35H30Cl2N3O5PRh
Method: DFT, wB97M-V/def2-TZVPD

Positions of all 77 atoms, in Å:
H: 1.467645 -0.796380 -1.400794
N: -2.851415 -0.284467 -0.871252
H: -0.447913 -4.636221 -2.257586
H: 4.219313 -1.729530 3.648311
C: -2.806984 2.809537 -1.047612
H: -1.893821 3.139439 -3.477361
H: 1.602063 0.827645 -1.803090
C: -0.100135 -4.255282 -1.294533
C: 1.066012 -5.058259 -0.803514
O: 0.976803 -0.038663 2.451547
N: 1.212232 0.181673 -1.125042
C: -1.064588 2.466879 1.926920
O: 1.381432 -2.405200 -1.662309
C: -0.787919 3.049709 3.152067
H: 2.970199 3.932931 -3.097163
C: 2.715490 -2.693570 2.491605
H: 1.803482 4.356053 -5.237462
O: -0.495482 -0.308614 0.825069
C: 0.723650 -3.295622 3.635758
C: 2.658790 -5.553743 0.934703
C: -5.174115 2.459453 -1.313162
C: 0.368571 4.848039 2.045422
H: -0.083013 -3.904775 1.286540
C: -3.042077 4.182263 -1.052614
C: 1.671844 -6.014997 -1.604024
C: -5.391913 3.825375 -1.337488
H: 3.034096 -5.383113 1.935695
C: -0.066892 4.233997 3.212022
C: -0.178245 3.068705 -2.173101
C: -3.853391 0.470152 -1.083900
O: -0.798123 -1.986362 -1.453509
C: -4.320141 4.693117 -1.202731
H: 3.239059 -7.467750 -1.798777
H: 2.883552 -1.795839 5.744775
Rh: -0.837726 0.049582 -1.043941
C: 1.208931 -2.746449 4.804847
C: 3.262473 -6.493072 0.114674
C: 1.716693 0.457070 0.235173
H: 4.113779 -7.050859 0.483262
H: 2.670466 -0.036511 0.418579
N: 0.923744 -3.870533 1.289639
H: -6.396680 4.208501 -1.451846
H: -1.123599 2.567763 4.060106
H: -6.014646 1.782708 -1.400758
C: 3.234442 -2.175701 3.666332
C: 1.200147 3.286845 -2.084739
C: -0.113836 3.764503 -4.482380
C: 1.907055 3.752150 -3.181609
H: 0.590596 -2.762376 5.691477
C: -0.610195 3.071216 0.752972
H: -4.475373 5.763629 -1.211435
C: -3.888924 1.929693 -1.166372
H: 0.918085 5.778603 2.092198
C: 1.461875 -3.314412 2.444630
Cl: 3.635295 -2.489705 1.030551
Cl: -0.881824 -3.965178 3.627733
C: 1.567694 -4.823474 0.477535
H: 1.726670 3.119166 -1.152223
H: -1.611027 1.533244 1.891940
H: -2.209358 4.866847 -0.940503
H: 1.849276 1.530885 0.376566
C: 1.250259 3.991191 -4.382390
H: 0.421665 4.772010 -0.088981
C: 2.483343 -2.205058 4.827489
H: -4.811684 -0.038022 -1.138323
H: -0.964919 -4.320001 -0.626503
C: 0.722549 0.008522 1.284963
H: -2.362958 -2.084962 -0.884278
P: -1.083407 2.303148 -0.804693
C: 2.772052 -6.731632 -1.158632
O: -3.200406 -1.591696 -0.672946
C: 0.096220 4.272897 0.814338
H: -0.628812 3.950252 -5.415394
C: 0.237677 -2.790545 -1.478164
H: 1.278494 -6.191977 -2.598790
C: -0.827544 3.303511 -3.385223
H: 0.155343 4.681656 4.171713

Forces on atoms 1 to 3 (eV/Å):
H 0.0374 0.0176 -0.0917
N 0.0830 -0.1214 -0.2628
H 0.0432 0.0257 -0.0391

Summary:
Net charge ... +1
Relative energy (zero: lowest compared OMol25 entry of this formula, charge and spin) ... 0.00 kJ/mol
LUMO ... -4.54 eV
Kohn-Sham gap ... 5.09 eV
HOMO energy ... -9.63 eV


(2)
Molecular formula: C35H30Cl4GeIMoN4O9
Method: DFT, wB97M-V/def2-TZVPD

Positions of all 85 atoms, in Å:
C: -3.324542 2.131926 4.594775
H: 2.377339 -3.860905 -4.339705
H: 1.122215 0.602276 -4.327095
C: 2.580432 3.394062 1.150979
O: -2.987092 0.079511 -3.027535
C: 3.834183 -2.229745 0.535229
C: 5.099019 0.126251 -0.180483
C: -2.097418 3.201827 1.357994
H: -1.292139 -5.352948 2.161282
N: -5.537262 0.085406 -0.983032
H: 0.048601 -4.306333 -5.044244
H: -1.833495 -3.571059 -3.603051
H: -5.900892 -0.748855 -1.411603
H: -2.674500 0.315681 4.727500
H: 3.353576 -3.157634 0.823825
H: 1.292890 -3.129239 4.744347
C: 2.202845 5.216627 -0.393920
I: -4.379519 -3.037806 -0.907221
N: -1.523536 2.001857 1.367350
C: -0.218723 -3.734408 1.246863
H: -3.300757 4.167394 2.804719
H: 1.504823 1.402312 -2.120280
Cl: 2.600262 6.785443 -0.979610
H: 2.831427 -2.694265 -2.222165
H: 3.155641 0.879477 -0.602759
C: 3.719150 0.019911 -0.273502
H: -5.735317 0.960914 -1.438666
O: -1.379487 0.151420 -1.494163
H: -0.326878 -4.961374 4.401045
O: 1.243083 1.415663 0.814854
C: 3.060561 -1.157105 0.084050
C: 0.855568 3.229090 -0.532825
C: 1.230609 -2.485680 2.699944
C: 5.852351 -0.948976 0.268539
C: -2.096647 4.222749 0.282129
C: 5.217473 -2.128208 0.626035
C: -1.510294 -0.023608 2.662739
C: 0.689304 -2.692819 1.431367
H: 5.795027 -2.972125 0.981297
O: -0.075078 2.438661 -1.065876
C: 2.891942 4.675454 0.692412
H: 1.932289 -1.674108 2.861594
C: 1.190024 4.485790 -1.016191
H: -1.393606 -2.379743 -1.519208
H: -4.411121 -1.469976 1.228378
C: 0.486955 0.273589 -3.500489
H: -2.995930 4.832773 0.349968
C: 1.804079 -2.884457 -2.516941
C: -1.873995 1.397822 2.542812
C: -4.387103 0.030807 -0.284180
O: -0.885741 -0.452148 1.607117
Ge: 1.127823 -1.485710 -0.041342
Cl: 4.141915 5.574599 1.462477
H: -0.682389 2.064586 -3.253463
C: -1.875761 0.400930 -2.704271
C: -0.553199 -2.722845 -2.112870
H: 1.975207 -0.165403 -2.176638
N: 1.168394 0.449564 -2.207362
C: 1.569366 2.682043 0.531452
C: 0.870672 -3.301587 3.762293
O: -1.805918 -0.694153 3.634327
H: -1.214509 1.055536 -4.610520
H: 6.928510 -0.863848 0.346450
C: 0.245194 -3.794427 -4.111133
H: -2.861224 -1.286715 0.394391
O: -3.940559 3.079507 5.011369
C: -2.637168 2.234833 3.281531
C: -0.839494 1.038501 -3.589594
H: -2.063420 3.735644 -0.687494
C: -0.808949 -3.387184 -3.304120
C: 0.754194 -2.461426 -1.701906
H: 0.311601 -0.793065 -3.636264
O: -3.201661 0.988993 5.239862
C: -0.039527 -4.330359 3.569573
H: -1.227657 4.876517 0.365849
Mo: -0.391904 0.756686 -0.015494
H: 5.586876 1.054620 -0.450920
N: -2.757243 3.366380 2.518736
C: -0.584233 -4.547696 2.313898
C: 1.551321 -3.542092 -3.716288
H: -0.640395 -3.921025 0.268790
O: -3.736514 1.025869 0.007350
Cl: 3.420890 2.656638 2.458036
C: -3.936344 -1.309712 0.262001
Cl: 0.315478 5.094653 -2.373114

Forces on atoms 1 to 3 (eV/Å):
C 0.1758 0.0413 -0.0778
H 0.0011 0.0024 -0.0053
H 0.0902 0.0202 0.0742

Summary:
Net charge ... 0
2S+1 ... 2
Relative energy (zero: lowest compared OMol25 entry of this formula, charge and spin) ... 48.55 kJ/mol
LUMO (spin up / spin down) ... -1.23 / -0.82 eV
Kohn-Sham gap (spin up / spin down) ... 6.97 / 7.49 eV
HOMO energy (spin up / spin down) ... -8.20 / -8.31 eV


(3)
Molecular formula: C35H30CuN2O4PS
Method: DFT, wB97M-V/def2-TZVPD

Positions of all 74 atoms, in Å:
S: -3.421554 -3.833794 1.033708
O: 1.523015 -1.222296 -0.717347
H: -1.151326 4.148080 -0.130047
Cu: -0.228726 -1.042446 -0.018005
C: -4.317997 -0.805620 -2.227462
H: -5.315118 1.430772 1.167203
H: -2.910387 0.900110 1.475148
C: 2.274005 -4.359579 -2.395861
C: -2.814382 2.331388 -1.661190
C: 3.662067 -4.231864 -2.555354
H: 2.716017 3.728935 -3.255762
O: -0.894565 -0.624178 1.832911
C: 2.169859 -2.239492 -1.193589
C: 3.107631 2.240273 3.347923
C: -0.218396 1.651415 1.424538
H: 1.806795 0.311118 4.468747
C: -3.029607 -1.194466 -1.889253
H: 4.232387 -5.007139 -3.060381
C: -3.239571 1.414330 0.557288
O: 3.296828 1.167718 2.363770
N: -1.632881 -2.460120 -0.263871
H: -4.456325 -0.048591 -2.986783
H: 0.475608 -3.456811 -1.536384
H: -6.430962 -1.104129 -1.915830
H: -6.140287 2.527965 -0.891090
H: -2.137395 -0.829170 -2.403674
C: -1.821344 -3.368364 0.674934
C: 1.551303 -3.389851 -1.719058
H: 5.398664 -3.098587 -2.054163
C: 3.250442 -1.050697 1.706782
C: 0.384181 5.188798 -1.209168
C: -5.427954 -1.353889 -1.583372
H: 0.093687 6.175813 -0.836518
H: 0.852296 1.823811 1.500214
C: 1.893669 3.828107 -2.534607
H: -1.009311 -3.825619 1.234353
H: 3.318628 -3.152965 1.263851
H: -4.557693 3.019812 -2.757964
C: -2.320153 1.760766 -0.465291
C: -0.283336 4.046786 -0.781114
C: -0.587485 0.546816 2.388394
C: 3.632568 -2.167273 -1.247825
C: -2.857735 -2.112079 -0.829283
C: -4.592852 1.707051 0.395760
C: -5.224942 -2.317842 -0.573542
H: 2.060318 2.344253 3.606317
H: 5.364388 -1.046829 -0.882377
C: 4.315187 -3.149092 -1.998020
C: 2.114346 -0.450168 3.764042
H: -6.072747 -2.755594 -0.042626
H: 1.216178 -2.066116 4.858759
H: 3.709371 2.066103 4.236920
C: -3.961703 -2.708969 -0.185155
N: 3.963383 -0.574902 0.608422
C: 1.780468 -1.797142 3.968907
C: 1.467050 5.095029 -2.095102
C: 1.279153 2.679354 -2.047806
H: 1.892458 -3.791978 3.173294
H: -0.700832 2.575521 1.747408
C: 0.189599 2.765693 -1.157618
H: 1.650526 1.705160 -2.339021
H: 3.458338 3.130226 2.833998
O: -0.611173 0.727149 3.609493
H: 4.188513 0.418798 0.727120
C: 2.830846 -0.078622 2.651638
P: -0.575947 1.352239 -0.352973
H: 1.999478 5.982272 -2.421092
C: -5.075006 2.319145 -0.775956
H: -2.134372 2.592941 -2.458957
C: 2.173145 -2.743101 3.032276
C: 4.361723 -1.235160 -0.509910
C: 2.939093 -2.384166 1.932953
H: 1.750100 -5.215618 -2.812362
C: -4.189224 2.590537 -1.814289

Forces on atoms 1 to 3 (eV/Å):
S 0.0126 0.5150 -0.5067
O 0.2407 -0.9145 -0.2542
H 0.2383 -0.0601 -0.0985

Summary:
Net charge ... +1
2S+1 ... 2
LUMO (spin up / spin down) ... -4.00 / -4.28 eV
Kohn-Sham gap (spin up / spin down) ... 6.64 / 6.36 eV
HOMO energy (spin up / spin down) ... -10.64 / -10.64 eV


no.,total energy (eV)
1,-88827.422
2,-177737.096
3,-112710.191